Record 1
{
  "formula": "C2H6N3O",
  "method": "ωB97M-V/def2-TZVPD",
  "charge": 1,
  "spin_multiplicity": 1,
  "energy_ha": -318.88439,
  "homo_energy_ev": [-13.221, -13.219],
  "orbital_gap_ha": [0.30333, 0.30325],
  "e_above_lowest_kj_mol": 572.3,
  "species": ["C", "C", "N", "N", "N", "O", "H", "H", "H", "H", "H", "H"],
  "coordinates": [[-1.340, 0.317, -1.194], [0.226, -0.797, -0.042], [-0.265, 0.266, -1.876], [-1.143, -0.295, -0.002], [1.287, 0.401, 1.392], [0.691, -0.540, -1.267], [-2.197, 0.823, -1.619], [0.587, -1.845, 0.286], [0.142, 0.724, -2.686], [-1.465, -0.016, 0.922], [2.195, 0.273, 0.939], [0.965, 1.336, 1.215]]
}

Record 2
{
  "formula": "C2H6N3O2",
  "method": "ωB97M-V/def2-TZVPD",
  "charge": -1,
  "spin_multiplicity": 1,
  "energy_ha": -394.65809,
  "homo_energy_ev": -4.461,
  "orbital_gap_ha": 0.32025,
  "e_above_lowest_kj_mol": 5.5,
  "species": ["N", "C", "N", "N", "H", "H", "H", "H", "H", "O", "C", "O", "H"],
  "coordinates": [[-0.271, -0.525, 1.057], [0.027, 0.820, 1.197], [0.000, 1.516, 0.012], [0.286, 1.449, 2.295], [-0.299, -1.081, 1.913], [-0.359, -1.043, 0.111], [0.107, 1.012, -0.882], [0.369, 2.477, 0.074], [0.282, 0.813, 3.091], [-0.497, -2.027, -1.252], [-0.045, -1.362, -2.225], [0.303, -0.140, -2.222], [0.096, -1.910, -3.168]]
}

Record 3
{
  "formula": "C2H6N3O2",
  "method": "ωB97M-V/def2-TZVPD",
  "charge": -1,
  "spin_multiplicity": 1,
  "energy_ha": -394.32223,
  "homo_energy_ev": [-2.610, -2.606],
  "orbital_gap_ha": [0.23794, 0.24077],
  "e_above_lowest_kj_mol": 887.3,
  "species": ["C", "C", "N", "N", "N", "O", "O", "H", "H", "H", "H", "H", "H"],
  "coordinates": [[-2.203, -0.929, 0.296], [2.516, 0.422, 1.082], [3.075, 0.017, -1.267], [-0.731, -0.436, 0.325], [0.114, -1.185, -0.199], [-0.122, -2.365, -0.583], [3.494, 0.158, -0.039], [-2.262, -1.759, 1.062], [-2.414, -1.114, -0.808], [-2.726, -0.129, 0.738], [2.074, 1.303, 0.722], [3.178, 0.690, 1.838], [1.720, -0.377, 1.221]]
}

Record 4
{
  "formula": "C2H6N3O2",
  "method": "ωB97M-V/def2-TZVPD",
  "charge": 1,
  "spin_multiplicity": 1,
  "energy_ha": -394.12529,
  "homo_energy_ev": -13.478,
  "orbital_gap_ha": 0.35354,
  "e_above_lowest_kj_mol": 409.9,
  "species": ["C", "C", "N", "N", "N", "O", "O", "H", "H", "H", "H", "H", "H"],
  "coordinates": [[-1.432, -1.095, 0.199], [-2.578, 1.013, -0.112], [3.288, 0.406, 0.323], [2.138, 0.145, -0.079], [-0.849, -2.056, -0.083], [4.359, 0.054, -0.125], [-2.117, -0.182, 0.559], [-1.829, 1.797, 0.018], [-3.506, 1.295, 0.388], [-2.759, 0.823, -1.169], [2.177, -0.438, -0.924], [3.280, 1.023, 1.169], [-0.171, -2.785, -0.163]]
}

Record 5
{
  "formula": "C2H6N3OS",
  "method": "ωB97M-V/def2-TZVPD",
  "charge": 1,
  "spin_multiplicity": 1,
  "energy_ha": -717.12392,
  "homo_energy_ev": -13.926,
  "orbital_gap_ha": 0.38040,
  "e_above_lowest_kj_mol": 413.5,
  "species": ["C", "C", "N", "N", "N", "O", "S", "H", "H", "H", "H", "H", "H"],
  "coordinates": [[0.211, 0.762, 0.510], [0.177, -0.808, 0.619], [-0.679, 0.552, -0.756], [1.505, 1.203, 0.281], [-0.394, -0.863, -0.752], [1.586, -1.227, 0.542], [2.334, 0.024, -0.419], [-0.319, 1.463, 1.116], [-0.275, -1.308, 1.486], [-0.282, 0.916, -1.605], [2.033, 1.699, 1.131], [0.568, -1.012, -1.212], [-1.077, -1.506, -1.060]]
}

Record 6
{
  "formula": "C2H6N3S2",
  "method": "ωB97M-V/def2-TZVPD",
  "charge": 1,
  "spin_multiplicity": 3,
  "s_squared": 2.009,
  "energy_ha": -1039.93033,
  "homo_energy_ev": [-9.818, -13.249],
  "orbital_gap_ha": [0.22205, 0.17194],
  "e_above_lowest_kj_mol": 432.0,
  "species": ["C", "C", "N", "N", "N", "S", "S", "H", "H", "H", "H", "H", "H"],
  "coordinates": [[1.868, -0.661, -0.517], [-0.694, -0.014, -0.330], [1.264, -1.154, 0.569], [0.140, -1.015, 0.859], [-0.954, 1.280, 0.623], [0.497, 0.376, -1.588], [-2.226, -0.775, -0.778], [2.479, 0.180, -0.319], [2.242, -1.294, -1.310], [-1.631, 2.005, 0.348], [0.069, 1.732, 0.583], [-0.982, 0.951, 1.539], [-2.073, -1.613, 0.321]]
}

Record 7
{
  "formula": "C2H6N4",
  "method": "ωB97M-V/def2-TZVPD",
  "charge": 0,
  "spin_multiplicity": 1,
  "energy_ha": -298.70448,
  "homo_energy_ev": -7.854,
  "orbital_gap_ha": 0.32234,
  "e_above_lowest_kj_mol": 379.2,
  "species": ["C", "C", "N", "N", "N", "N", "H", "H", "H", "H", "H", "H"],
  "coordinates": [[1.564, -0.505, 0.803], [-0.804, -0.550, 0.025], [0.377, 1.364, -0.089], [3.296, 0.574, -0.219], [4.383, 0.453, -0.145], [0.533, 0.050, 0.320], [1.279, -1.624, 1.010], [-0.741, -0.704, -1.083], [-1.690, -0.013, 0.482], [-0.975, -1.609, 0.349], [0.476, 1.560, -1.084], [1.129, 1.927, 0.271]]
}

Record 8
{
  "formula": "C2H6N4",
  "method": "ωB97M-V/def2-TZVPD",
  "charge": 0,
  "spin_multiplicity": 1,
  "energy_ha": -298.70584,
  "homo_energy_ev": -8.717,
  "orbital_gap_ha": 0.35126,
  "e_above_lowest_kj_mol": 375.6,
  "species": ["C", "N", "N", "N", "C", "N", "H", "H", "H", "H", "H", "H"],
  "coordinates": [[-1.675, -0.174, -0.029], [-0.263, -0.163, 0.191], [0.348, -1.235, -0.066], [1.574, -1.496, 0.004], [1.401, 2.108, 0.093], [2.271, 1.852, -0.590], [-0.212, -2.061, -0.386], [2.117, -0.680, 0.292], [0.585, 2.330, 0.735], [-2.181, 0.048, 0.904], [-2.040, -1.135, -0.409], [-1.925, 0.606, -0.740]]
}

Record 9
{
  "formula": "C2H6N4",
  "method": "ωB97M-V/def2-TZVPD",
  "charge": 0,
  "spin_multiplicity": 3,
  "s_squared": 2.007,
  "energy_ha": -298.51704,
  "homo_energy_ev": [-5.408, -10.056],
  "orbital_gap_ha": [0.23932, 0.34572],
  "e_above_lowest_kj_mol": 257.6,
  "species": ["C", "C", "N", "N", "N", "N", "H", "H", "H", "H", "H", "H"],
  "coordinates": [[0.657, -3.242, 0.437], [0.113, -2.926, 1.451], [0.568, 0.117, -1.050], [-0.290, 0.531, -0.176], [-0.882, 1.596, 0.140], [-0.677, 2.801, -0.521], [1.259, -3.261, -0.360], [-0.367, -2.752, 2.409], [1.005, 0.754, -1.677], [-0.638, -0.138, 0.434], [0.128, 2.929, -1.114], [-0.876, 3.592, 0.025]]
}

Record 10
{
  "formula": "C2H6N4O",
  "method": "ωB97M-V/def2-TZVPD",
  "charge": 0,
  "spin_multiplicity": 1,
  "energy_ha": -374.06438,
  "homo_energy_ev": -9.604,
  "orbital_gap_ha": 0.38119,
  "smiles": "[H]/N=C(/N)C(=O)NN",
  "e_above_lowest_kj_mol": 120.7,
  "species": ["N", "C", "C", "N", "N", "N", "O", "H", "H", "H", "H", "H", "H"],
  "coordinates": [[0.818, -0.771, 0.217], [0.107, 0.338, 0.517], [-0.878, 0.757, -0.552], [1.751, -1.331, 1.112], [-1.424, -0.257, -1.297], [-1.141, 1.964, -0.824], [0.272, 0.960, 1.551], [0.701, -1.268, -0.653], [1.516, -0.960, 2.035], [2.692, -0.998, 0.889], [-1.623, -1.124, -0.824], [-2.150, 0.058, -1.925], [-0.639, 2.632, -0.246]]
}

Record 11
{
  "formula": "C2H6N4O",
  "method": "ωB97M-V/def2-TZVPD",
  "charge": 0,
  "spin_multiplicity": 1,
  "energy_ha": -373.98278,
  "homo_energy_ev": -9.352,
  "orbital_gap_ha": 0.36137,
  "smiles": "N/N=C\\NC(N)=O",
  "e_above_lowest_kj_mol": 335.0,
  "species": ["C", "C", "H", "H", "H", "H", "H", "H", "N", "N", "N", "N", "O"],
  "coordinates": [[0.933, -1.178, -0.228], [-1.304, 0.132, 0.044], [1.432, 1.234, 1.054], [2.837, 1.420, 0.512], [1.225, -2.404, -0.318], [-0.998, -1.982, -0.068], [0.126, 1.584, -0.688], [-1.524, 2.131, -0.123], [1.913, 1.059, 0.120], [2.069, -0.525, -0.053], [-0.362, -1.011, 0.138], [-0.892, 1.403, -0.300], [-2.496, -0.274, 0.175]]
}

Record 12
{
  "formula": "C2H6N4O2",
  "method": "ωB97M-V/def2-TZVPD",
  "charge": 0,
  "spin_multiplicity": 1,
  "energy_ha": -449.10340,
  "homo_energy_ev": -8.564,
  "orbital_gap_ha": 0.33635,
  "e_above_lowest_kj_mol": 571.8,
  "species": ["C", "C", "H", "H", "H", "H", "H", "H", "N", "N", "N", "N", "O", "O"],
  "coordinates": [[0.374, 0.016, -0.305], [-1.531, -1.328, -0.193], [-1.182, 1.838, -1.047], [-2.019, 1.128, 0.326], [0.762, 1.955, 0.461], [-2.242, -1.790, -0.830], [3.217, -0.649, -0.481], [2.328, -1.106, 1.500], [-1.307, 1.876, 0.086], [0.094, 1.119, 0.379], [1.422, -0.775, -0.369], [2.450, -0.300, 0.390], [-0.704, -0.630, -0.952], [-1.661, -1.355, 1.035]]
}